Below is a molecular structure, C8H14N2O5S in a non-equilibrium geometry, with properties calculated with wB97M-V/def2-TZVPD.

Results
frontier orbital gap: 0.344 Ha
LUMO level: 0.010 Eh
total charge: 0
E_HOMO: -9.11 eV
DFT total energy: -32569.0898 eV
largest force on an atom: 8.06 eV/A
energy above the lowest of the compared OMol25 structures with the same formula, charge and spin: 8.749 eV

XYZ file:
```
30
Properties=species:S:1:pos:R:3:forces:R:3
C -0.873149 0.611404 -0.602932 2.378 -1.668 -1.181
C -0.029534 0.684285 0.612989 3.786 5.546 -2.513
C 0.100012 0.035256 -1.800350 -1.323 1.912 0.836
C -0.728954 -0.495365 -3.077711 5.174 3.944 -1.087
C -1.083796 0.622266 -4.113363 -1.120 0.492 1.760
C 0.494304 -0.357695 2.807057 0.363 -0.130 2.227
C 2.122164 -0.459291 2.678854 -2.207 -1.865 -1.065
C 0.041311 -1.678772 3.676844 0.948 2.605 0.480
H -0.611810 2.277565 -2.127725 -3.351 -1.877 4.094
H -1.874844 2.746118 -0.458924 2.155 -4.624 -2.212
H -1.535165 -0.177719 -0.341457 -1.654 -0.819 -0.397
H 0.600257 -0.877235 -1.455066 0.384 0.540 0.173
H 0.799695 1.019906 -1.946590 -1.305 -3.032 -0.042
H -1.461671 -1.173248 -2.834022 -1.708 -1.437 0.149
H 0.191348 -0.911245 -3.592359 -1.421 -0.539 0.093
H -0.884145 2.440215 -4.652933 2.100 -2.000 3.505
H -1.014059 -1.062751 1.187857 2.651 2.863 1.499
H 0.453873 0.577818 3.575857 -0.858 -1.839 -2.178
H 0.862607 -1.800998 4.450609 -1.574 0.939 -0.350
H -1.041150 -1.587620 4.063140 1.846 0.102 -0.267
H 1.380303 -3.288605 1.927635 -3.086 0.391 2.613
H 1.991998 1.337994 1.785981 0.288 -0.947 0.237
N -1.453486 1.738668 -1.128268 -0.285 7.642 -2.557
N -0.288926 -0.218449 1.512153 -0.297 -2.719 2.060
O 0.906393 1.696252 0.515119 -3.248 -4.694 2.524
O -1.902102 0.578283 -5.002184 1.350 -0.087 0.844
O -0.414769 1.846741 -3.806944 -2.724 0.657 -5.005
O 2.533627 -1.631189 2.894733 0.951 5.199 -0.720
O 2.665589 0.750267 2.323284 -0.150 -2.453 0.410
S 0.054078 -3.242856 2.928715 1.938 -2.102 -3.930
```
Positions in Å, forces in eV/Å.

Below is a molecular structure, C23H16AsO5Sm in a non-equilibrium geometry, with properties calculated with wB97M-V/def2-TZVPD.

Results
frontier orbital gap (alpha / beta): 0.200 / 0.209 Ha
LUMO level (alpha / beta): -0.322 / -0.313 Eh
total charge: +2
E_HOMO (alpha / beta): -14.20 / -14.20 eV
DFT total energy: -113068.4870 eV
multiplicity: 6
largest force on an atom: 6.57 eV/A

XYZ file:
```
46
Properties=species:S:1:pos:R:3:forces:R:3
O -1.660449 -4.579969 -0.287261 2.983 5.198 -1.264
C -1.119414 -3.560073 -0.486749 -3.155 -4.893 1.552
Sm -0.505935 -0.521358 0.067241 -1.182 -0.718 0.296
C 0.021292 1.443591 1.812118 0.306 3.156 3.624
O 0.095632 2.253708 2.627571 -0.325 -3.043 -3.046
C 1.212331 0.140069 -1.314778 4.539 -0.232 -4.741
O 2.023473 0.187189 -2.159431 -3.225 0.381 3.626
C -1.840355 0.204117 -1.975183 -2.456 1.661 -5.624
O -2.292816 0.540804 -2.995278 2.030 -1.625 4.837
C 1.838108 -1.128812 1.110789 5.178 -0.126 2.447
O 2.890255 -1.130890 1.598311 -4.758 -0.085 -2.281
H 0.422705 -1.569191 -1.401061 -0.034 0.719 0.463
C -4.923943 3.279190 1.211129 0.680 -0.026 -0.160
C -4.438304 4.308165 0.408799 -0.162 -0.395 -0.058
C -3.184073 4.207730 -0.211127 -0.125 0.449 0.145
C -2.327490 3.116654 0.030725 0.783 0.289 -0.649
C -2.889779 2.033208 0.694794 -0.160 0.459 0.344
C -4.129889 2.142953 1.317780 -0.405 -0.580 0.071
As -0.440295 2.868714 -0.953368 -0.440 1.937 -0.304
C -0.795461 4.495420 -2.016113 -0.465 -1.053 -1.181
C -1.359115 4.259170 -3.265884 -0.480 0.448 0.532
C -1.969990 5.316786 -3.939555 0.288 -0.101 -0.113
C -1.941051 6.597650 -3.385439 0.167 -0.093 -0.335
C -1.252931 6.851208 -2.199153 0.135 -0.413 -0.133
C -0.660861 5.789874 -1.518961 -0.260 -0.050 0.211
C 1.426999 3.620639 -0.601957 -0.243 -0.841 0.455
C 2.002226 4.672951 -1.334668 -0.031 0.550 -0.049
C 3.250836 5.193937 -0.976661 0.205 -0.858 0.287
C 3.995127 4.540818 0.017491 -0.086 0.044 0.159
C 3.505873 3.370951 0.615072 0.208 0.117 -0.269
C 2.239354 2.910756 0.276894 0.397 0.272 0.146
H -5.896170 3.329158 1.700193 0.309 0.020 -0.129
H -5.079621 5.171827 0.235239 0.348 -0.106 -0.105
H -2.977562 5.019742 -0.910145 0.528 -0.296 0.394
H -2.417689 1.046656 0.736882 0.242 0.030 0.240
H -4.508153 1.292178 1.865722 -0.057 -0.105 0.045
H -1.368052 3.237575 -3.626623 -0.202 0.161 -0.328
H -2.427917 5.123066 -4.906745 -0.007 0.212 0.190
H -2.385423 7.419031 -3.933753 -0.080 -0.036 0.085
H -1.150370 7.862916 -1.814434 -0.060 -0.191 -0.088
H -0.077077 5.970916 -0.629708 -0.233 0.078 0.251
H 1.519475 5.140291 -2.191640 -0.055 -0.218 0.469
H 3.658113 6.069611 -1.498543 -0.226 -0.508 0.214
H 4.972390 4.922077 0.315946 -0.275 -0.084 -0.125
H 4.102938 2.798137 1.329544 -0.078 0.324 -0.277
H 1.929045 1.950232 0.674181 -0.061 0.172 0.175
```
Positions in Å, forces in eV/Å.

Below is a gas-phase ion, C5H11NO2 (charge -1) in a non-equilibrium geometry, with properties calculated with wB97M-V/def2-TZVPD.

Results
frontier orbital gap (alpha / beta): 0.217 / 0.257 Ha
LUMO level (alpha / beta): 0.152 / 0.145 Eh
total charge: -1
E_HOMO (alpha / beta): -1.77 / -3.05 eV
DFT total energy: -10944.7284 eV
multiplicity: 2
largest force on an atom: 3.26 eV/A
energy above the lowest of the compared OMol25 structures with the same formula, charge and spin: 3.109 eV

XYZ file:
```
19
Properties=species:S:1:pos:R:3:forces:R:3
O 1.339457 0.916016 -1.468454 0.315 -0.887 -0.463
C 0.761004 -0.231046 -1.383374 -1.891 0.194 0.621
N 0.684641 -0.775771 0.058731 -0.664 -0.611 -0.463
C -0.696017 -0.790014 0.575952 -0.876 1.278 -0.044
C -1.157316 0.545112 1.290103 0.541 -0.540 0.075
C -0.118478 1.649404 1.271759 0.479 0.125 0.734
O 0.978882 1.279722 2.147520 -0.168 0.052 -0.832
C 0.648222 -1.208083 -2.507479 3.233 -0.341 -0.185
H 0.901314 -1.765714 -0.043953 0.292 0.130 0.030
H -1.375754 -0.881511 -0.278750 -0.142 -0.473 0.073
H -0.905539 -1.607677 1.287103 0.469 0.085 -0.389
H -1.344243 0.278841 2.328586 -0.047 0.216 0.279
H -2.099133 0.931823 0.902177 -0.110 -0.148 -0.344
H -0.506204 2.580493 1.718878 -0.120 -0.238 -0.393
H 0.275939 1.813093 0.254790 -0.202 0.081 0.292
H 1.460508 0.680102 1.553389 0.203 -0.228 0.230
H -0.356319 -0.241972 -1.907849 -0.712 1.345 0.874
H 1.606278 -1.219428 -3.053259 -0.505 -0.039 -0.767
H -0.097243 -1.953389 -2.745871 -0.094 -0.003 0.671
```
Positions in Å, forces in eV/Å.

Below is 2 unconnected molecules or ions with the total composition CH4IP in a non-equilibrium geometry, with properties calculated with wB97M-V/def2-TZVPD.

Results
frontier orbital gap (alpha / beta): 0.284 / 0.304 Ha
LUMO level (alpha / beta): -0.052 / -0.005 Eh
total charge: 0
E_HOMO (alpha / beta): -9.12 / -8.43 eV
DFT total energy: -18488.0009 eV
largest force on an atom: 5.06 eV/A
energy above the lowest of the compared OMol25 structures with the same formula, charge and spin: 3.522 eV

XYZ file:
```
7
Properties=species:S:1:pos:R:3:forces:R:3
C -0.070757 0.148478 -0.840523 1.235 -4.795 -1.023
P -1.008497 -1.108731 2.539040 -0.840 -0.376 -0.512
I -2.690357 0.535378 3.081944 -0.107 -0.082 -0.054
H 0.938911 0.432539 -0.724685 0.605 0.979 0.383
H -0.898365 0.704876 -1.059722 -1.691 1.783 -0.198
H -0.102822 -0.930031 -1.283367 -0.196 1.957 1.035
H -0.050404 -0.283993 3.059174 0.994 0.533 0.369
```
Positions in Å, forces in eV/Å.

Below is 2 unconnected molecules or ions with the total composition C4H4S in a non-equilibrium geometry, with properties calculated with wB97M-V/def2-TZVPD.

Results
frontier orbital gap: 0.277 Ha
LUMO level: -0.040 Eh
total charge: 0
E_HOMO: -8.61 eV
DFT total energy: -15042.1494 eV
largest force on an atom: 7.19 eV/A
energy above the lowest of the compared OMol25 structures with the same formula, charge and spin: 5.530 eV

XYZ file:
```
9
Properties=species:S:1:pos:R:3:forces:R:3
C -0.366980 1.710472 0.079987 -0.594 -3.774 3.260
C -0.025462 0.125228 -0.115769 -3.928 2.835 0.428
C 1.257740 -0.311642 -0.362621 6.727 -0.284 2.510
C 2.475957 -0.356383 0.054062 -1.555 -2.233 1.575
H 0.344354 2.185478 0.779716 -0.946 -0.368 0.459
H -0.134503 2.164498 -0.745626 1.471 2.467 -5.237
H -1.496887 1.811675 0.130691 1.679 -0.108 0.900
H 3.513836 -0.947702 0.930593 -3.736 2.218 -3.657
S -1.392146 -0.763750 0.060667 0.883 -0.753 -0.238
```
Positions in Å, forces in eV/Å.

Below is a molecular structure, C18H18N2O4S in a non-equilibrium geometry, with properties calculated with wB97M-V/def2-TZVPD.

Results
frontier orbital gap: 0.300 Ha
LUMO level: 0.000 Eh
total charge: 0
E_HOMO: -8.16 eV
DFT total energy: -40949.9474 eV
largest force on an atom: 19.41 eV/A
energy above the lowest of the compared OMol25 structures with the same formula, charge and spin: 15.416 eV

XYZ file:
```
43
Properties=species:S:1:pos:R:3:forces:R:3
C 7.563875 2.294540 2.019733 -2.098 7.660 -1.737
H 8.545157 2.443120 2.034963 4.149 0.866 0.419
H 7.114674 3.095353 1.252772 1.001 -0.038 2.054
H 7.123328 2.457205 2.939557 -0.983 0.014 1.879
C 7.237433 1.239269 1.280897 2.335 -12.492 -0.569
C 5.862044 0.829028 1.115560 -0.879 -2.774 -2.531
C 4.863850 1.599602 1.742393 -3.234 -6.286 -7.682
C 3.520088 1.374160 1.120510 5.566 -2.750 0.476
C 3.208849 0.280459 0.336800 -4.832 3.789 2.662
C 4.102483 -0.533985 -0.080164 9.764 -0.769 0.490
C 5.566077 -0.456206 0.123895 -5.346 7.104 4.767
H 6.369946 -0.935961 -0.315133 1.060 -1.138 -0.863
H 3.871666 -1.207201 -0.717852 -1.838 -4.969 -4.079
O 1.793418 -0.027034 0.169241 3.270 4.636 1.877
C 1.397913 -0.914137 -0.708334 -7.965 -3.485 17.349
C -0.077959 -1.052113 -0.602861 -1.430 3.607 -1.092
O -0.778156 -1.765928 -1.265871 0.372 -3.016 -1.258
N -0.725112 -0.015800 0.048387 -1.126 -3.914 -2.307
C -2.184949 0.206745 -0.075461 8.100 3.250 4.465
N -2.887116 -0.666969 -0.541623 -6.333 -2.310 -2.846
C -4.248790 -0.549271 -0.817066 -0.699 -4.203 0.014
C -5.058907 0.146085 -0.081140 -4.726 7.275 1.604
C -6.517538 0.036410 -0.392436 1.648 2.465 3.439
C -6.982502 -1.012361 -1.029728 -1.169 -0.939 -4.471
C -6.107426 -1.787070 -2.025217 -3.701 -0.584 4.453
C -4.880015 -1.679805 -1.570683 0.284 5.130 1.199
H -4.163047 -2.210848 -1.885983 5.120 -4.696 -2.864
H -6.559869 -2.708039 -2.456789 0.595 1.092 -0.156
C -8.425759 -1.080482 -1.264234 -3.425 -5.266 -4.816
O -9.021949 -1.956317 -1.972363 2.995 0.547 1.384
O -9.233175 -0.181757 -0.895360 1.530 5.368 3.883
H -10.149226 -0.192673 -1.065697 -1.357 -1.188 -0.906
H -7.248646 0.816245 0.062411 1.480 -1.658 -0.658
H -4.814358 1.225312 0.486622 -0.296 -3.751 -1.398
H -2.397856 -1.252871 -1.071230 2.303 -3.789 -2.829
S -2.498424 1.384385 0.887544 -1.823 5.106 2.769
H -0.153299 0.710199 0.306721 0.850 2.217 1.189
H 1.784872 -1.098091 -1.425566 8.175 -2.443 -16.934
H 1.715677 -2.013641 -0.202243 -0.778 1.544 -0.860
H 2.833026 1.798042 1.645908 -4.780 3.054 2.457
H 4.937356 2.384004 2.312948 0.941 4.012 3.156
H 7.979497 0.744641 0.549429 -1.269 1.986 0.048
H 7.722851 0.233757 2.026740 -1.454 1.735 -1.179
```
Positions in Å, forces in eV/Å.

Q: Among the records above, which one has the lowest total charge?
A: C5H11NO2